# C12H32CeIOP2Si

A molecular structure, C12H32CeIOP2Si in a non-equilibrium geometry (the ωB97M-V functional and the def2-TZVPD basis, the OMol25 dataset).

Geometry as XYZ:
```
50
C12H32CeIOP2Si the ωB97M-V functional and the def2-TZVPD basis
C -0.163 -0.084 -6.583
I -0.564 0.013 -4.467
H 0.918 0.019 -6.709
H -0.697 0.731 -7.076
H -0.511 -1.055 -6.945
Ce 0.432 -0.021 -0.306
P 0.092 2.524 -1.048
C -1.468 3.385 -1.347
C 0.817 3.230 0.501
H 0.983 4.310 0.371
H 1.428 4.091 -2.382
H 1.789 2.758 0.726
H 2.251 2.516 -2.166
H -2.184 3.155 -0.542
H 0.154 3.082 1.366
C 1.281 2.999 -2.355
H -1.348 4.485 -1.399
H 0.914 2.646 -3.330
H -1.911 3.034 -2.292
P 0.132 -2.665 -0.676
C -1.419 -3.581 -0.838
C 1.331 -3.315 -1.890
H 1.828 -2.644 1.123
H 1.034 -4.237 0.987
H 0.190 -2.884 1.792
C 0.861 -3.149 0.961
H 2.293 -2.794 -1.780
H 1.498 -4.394 -1.755
H -1.287 -4.674 -0.730
H -1.871 -3.380 -1.821
H 0.962 -3.126 -2.907
H -2.138 -3.247 -0.074
C -1.855 -0.105 -1.192
O -2.994 -0.126 -1.404
C 1.584 -0.784 3.457
Si -0.045 0.156 3.335
C -1.291 -0.554 4.548
C 0.310 1.942 3.789
C -0.838 0.002 1.604
H 1.969 -0.549 4.460
H 2.343 -0.471 2.723
H 1.448 -1.870 3.393
H -0.861 -0.475 5.554
H -2.230 0.013 4.509
H -1.510 -1.608 4.330
H 1.128 2.379 3.204
H -0.579 2.579 3.707
H 0.623 1.920 4.842
H -1.307 -0.981 1.407
H -1.522 0.805 1.322
```

Results
2S+1: 2
Molar mass: 549.44 g mol⁻¹
E_tot: -2296.10014 a.u.
ΔE to the lowest compared entry with this formula, charge and spin: 0.000 eV
Frontier orbital gap (alpha / beta): 7.3 / 7.3 eV
⟨S²⟩: 0.752
Total charge: +2